Entry 1:
{
  "formula": "C8H6N2O",
  "method": "the ωB97M-V functional and the def2-TZVPD basis",
  "lumo_ev": 0.008,
  "smiles": "O=c1[nH]ncc2ccccc12",
  "e_homo_ha": -0.3271,
  "homo_lumo_gap_ev": 8.91,
  "species": ["O", "C", "N", "N", "C", "C", "C", "C", "C", "C", "C", "H", "H", "H", "H", "H", "H"],
  "positions_angstrom": [[-2.30286, -2.10113, -0.15982], [-1.80576, -1.02000, -0.08534], [-2.62774, 0.18215, -0.05191], [-2.23506, 1.53438, 0.02483], [-1.00865, 1.77577, 0.23253], [-0.06836, 0.66198, 0.05812], [1.33353, 1.10770, -0.19312], [2.42032, 0.24563, -0.13048], [2.02770, -1.14022, 0.10241], [0.64427, -1.52350, 0.17387], [-0.45693, -0.66067, 0.13795], [-3.67460, -0.00753, -0.20007], [-0.63569, 2.76946, 0.39167], [1.61051, 2.20664, -0.52005], [3.42832, 0.55205, -0.38349], [2.87091, -1.90674, 0.08137], [0.48009, -2.67599, 0.52152]],
  "forces_ev_per_a": [[-0.4237, -1.1214, -0.4148], [-2.2682, 2.6722, 1.3697], [-0.7331, -0.3034, -0.8248], [-2.4506, -1.3671, 0.7830], [0.8709, -2.2933, -1.4327], [2.5194, 3.3950, 0.0183], [0.0867, 0.9652, 0.0472], [-2.8307, -1.8077, -0.2954], [-0.1235, 0.2292, -0.4914], [2.4329, -3.8212, 1.6136], [3.5374, 0.7576, -0.6626], [2.3563, 0.7882, 0.2670], [-0.2300, 0.3949, -0.1378], [-1.2272, -2.1209, 1.0473], [-0.0913, -0.1044, 0.2289], [-1.5890, 0.8655, 0.3459], [0.1638, 2.8715, -1.4614]]
}



Entry 2:
{
  "formula": "C8H6N2O",
  "method": "the ωB97M-V functional and the def2-TZVPD basis",
  "lumo_ev": 0.838,
  "e_homo_ha": -0.3288,
  "homo_lumo_gap_ev": 9.78,
  "species": ["C", "C", "C", "C", "C", "C", "C", "C", "H", "H", "H", "H", "H", "H", "N", "N", "O"],
  "positions_angstrom": [[2.58070, 1.07317, 0.17063], [3.15845, -0.11201, -0.05453], [2.33217, -1.19961, -0.12890], [0.44422, 0.04844, -0.01938], [1.11026, 1.23439, 0.11127], [-1.08058, 0.07686, 0.00388], [-2.98884, 0.67953, -0.15711], [-2.98696, -0.66485, 0.15361], [3.05427, 2.14789, 0.24398], [4.23606, -0.10554, 0.20764], [2.73013, -2.15256, -0.12096], [0.73938, 2.04312, 0.20860], [-3.85127, 1.51783, -0.16370], [-3.77536, -1.55454, 0.34287], [1.01811, -1.15932, -0.17413], [-1.69964, 1.08825, -0.23141], [-1.72238, -1.02678, 0.20545]],
  "forces_ev_per_a": [[-3.6105, 5.4740, -0.8386], [2.2890, 0.6759, 1.7971], [-0.9342, 0.0073, -0.3358], [-1.9052, -0.5691, -0.2230], [8.2254, -11.3054, -0.8942], [8.1383, -2.8842, 0.0104], [-4.2506, 1.4328, 0.7841], [-4.3802, -0.9379, -0.0574], [-0.1321, -2.6541, 0.0981], [-0.6130, -0.8142, -0.8772], [0.9050, -1.9486, -0.2493], [-4.9989, 10.2670, 1.2688], [2.0039, -2.6204, -0.2178], [1.9783, 2.7150, -0.5720], [-0.1984, 0.5836, 0.5269], [-2.9173, 4.8262, -0.8773], [0.4005, -2.2481, 0.6573]]
}



Entry 3:
{
  "formula": "C8H6N2O2",
  "method": "the ωB97M-V functional and the def2-TZVPD basis",
  "lumo_ev": 0.335,
  "smiles": "O=c1[nH]c(O)nc2ccccc12",
  "e_homo_ha": -0.3261,
  "homo_lumo_gap_ev": 9.21,
  "species": ["O", "C", "N", "C", "O", "N", "C", "C", "C", "C", "C", "C", "H", "H", "H", "H", "H", "H"],
  "positions_angstrom": [[-1.20522, 1.08404, -2.50241], [-0.49600, 1.03678, -1.51982], [-0.15900, 2.18924, -0.85196], [0.13562, 2.20596, 0.44476], [0.12301, 3.40480, 1.04050], [0.58953, 1.28137, 1.29054], [0.26935, -0.02322, 0.63743], [0.67473, -1.10345, 1.29283], [0.30039, -2.35782, 0.90657], [-0.18932, -2.66606, -0.39580], [-0.38359, -1.56710, -1.18307], [-0.16022, -0.21011, -0.68686], [-0.48437, 3.01599, -1.33088], [0.59459, 3.39945, 1.86863], [1.08972, -1.02396, 2.32455], [0.71347, -3.26730, 1.31275], [-0.43477, -3.69112, -0.59808], [-0.97793, -1.70747, -2.04968]],
  "forces_ev_per_a": [[0.9743, -0.0725, -0.1712], [-1.5003, -2.7433, 1.0402], [-0.3972, 0.4168, -0.6660], [2.8743, 0.0464, 5.1287], [-0.8218, 1.7709, -2.1625], [-2.8691, -1.8843, -4.4984], [1.6124, 3.8860, -1.2519], [0.0657, -3.1050, 4.1130], [1.4203, -2.0400, -2.2773], [0.2603, 1.8792, 2.0130], [-0.9474, 1.8007, 0.6319], [-0.5869, -0.3428, -1.1984], [0.0097, 0.3607, 0.3227], [0.1739, -0.6251, 0.4870], [-0.1112, 0.2593, -1.0213], [-0.1777, 0.1405, 1.3631], [-0.0812, -0.0700, -0.5850], [0.1018, 0.3226, -1.2676]]
}



Entry 4:
{
  "formula": "C8H6N2O2S",
  "method": "the ωB97M-V functional and the def2-TZVPD basis",
  "lumo_ev": [-1.019, -1.409],
  "e_homo_ha": [-0.3057, -0.2803],
  "homo_lumo_gap_ev": [7.30, 6.22],
  "species": ["C", "C", "C", "C", "C", "C", "C", "C", "N", "N", "O", "O", "S", "H", "H", "H", "H", "H", "H"],
  "positions_angstrom": [[1.75346, -0.70395, -0.05119], [0.87558, -1.43220, -0.84872], [1.23354, 0.45250, 0.59628], [-0.50227, -1.14158, -0.82698], [-0.10819, 0.82524, 0.49801], [-0.99588, 0.00353, -0.25847], [-5.09109, -0.55590, -0.12176], [-5.23951, 0.81086, -0.10747], [-2.85379, 1.33629, 0.23853], [-2.32665, 0.29542, -0.40439], [-6.32421, 1.33562, -0.21175], [-4.10837, 1.65530, -0.17290], [-5.16428, -2.01368, 0.41693], [2.72104, -0.93709, 0.08586], [1.34836, -2.22765, -1.23946], [1.98769, 0.91048, 1.12086], [-1.31619, -1.70854, -1.31704], [-0.57283, 1.74914, 1.06294], [-2.25803, 2.22960, 0.55808]],
  "forces_ev_per_a": [[-5.0919, 2.3571, -0.4253], [-1.2834, 2.2232, 2.5236], [-1.1273, -1.7415, -1.3543], [0.0381, -1.1711, -1.6515], [-0.3174, 1.1791, 0.8988], [0.6096, 2.0026, 1.7755], [0.3102, -2.6220, 0.7684], [0.5040, 1.6574, -0.1999], [2.5961, 0.0424, 1.2853], [-0.7380, 0.2051, -0.1228], [0.3965, -0.0559, 0.1344], [-1.3077, 1.2808, -0.5109], [0.1211, 1.1978, -0.5175], [3.2162, -0.8948, 0.1964], [0.6002, -3.0831, -1.9520], [1.0003, 1.8374, 1.5874], [1.0251, -0.1171, -0.0154], [1.5519, -1.9221, -1.0956], [-2.1037, -2.3754, -1.3247]]
}



Entry 5:
{
  "formula": "C8H6NO5S",
  "method": "the ωB97M-V functional and the def2-TZVPD basis",
  "charge": -1,
  "lumo_ev": [3.258, 3.258],
  "e_homo_ha": [-0.1626, -0.1626],
  "homo_lumo_gap_ev": [7.68, 7.68],
  "species": ["C", "C", "C", "C", "C", "C", "C", "C", "N", "O", "O", "O", "O", "O", "S", "H", "H", "H", "H", "H", "H"],
  "positions_angstrom": [[1.82214, 2.19605, -1.96039], [2.12662, 1.90230, -0.66362], [0.81424, 1.51486, -2.56750], [1.53834, 0.93713, 0.02521], [0.14231, 0.50546, -1.84151], [0.36521, 0.18936, -0.51826], [-2.38279, -2.31335, 1.10473], [-0.31108, -0.72346, 0.31060], [-1.47515, -1.25180, 0.06762], [-1.85286, -0.49375, 3.77800], [-3.38340, -2.56190, 0.55701], [-1.63343, -2.65214, 2.01816], [-2.12414, -1.06215, -1.01317], [0.36050, -1.38710, 3.29842], [-1.01123, -1.69087, 3.70114], [2.35272, 2.86326, -2.58375], [2.89225, 2.64590, -0.19782], [0.49446, 1.66362, -3.60553], [1.88710, 0.76224, 1.08514], [-0.59262, -0.19053, -2.36035], [-0.02920, -0.85314, 1.36585]],
  "forces_ev_per_a": [[-0.9852, -0.0707, -1.7740], [3.2158, 3.3376, 0.8200], [-0.9737, -1.5018, 0.0654], [-2.5220, -2.5767, 2.6352], [-1.9859, -1.6021, -1.6997], [3.7985, 2.5063, -0.0130], [2.1931, 1.4580, -2.0202], [-0.9952, -1.0053, 2.1968], [-1.6010, 0.1589, -1.4171], [0.4216, -1.1763, -0.2268], [-1.5759, -0.6113, 0.4218], [-0.0842, -0.9760, 0.9999], [0.7346, -0.0828, 0.3360], [-0.7170, -0.4495, 0.4005], [0.5978, 1.8262, 0.8646], [0.7009, 1.0671, -0.0602], [-1.0982, -1.8524, -0.4653], [0.3971, 0.0709, 0.3908], [-0.6958, 0.0353, -1.2126], [0.7548, 1.4691, 0.6153], [0.4200, -0.0247, -0.8572]]
}



| no. | E_tot (eV) |
| --- | --- |
| 1 | -13419.0565 |
| 2 | -13417.8038 |
| 3 | -15468.0438 |
| 4 | -26296.8801 |
| 5 | -30955.3853 |